ORCA calculation (ωB97M-V/def2-TZVPD) on the molecule C11H15N3O3.

Structure (XYZ):
```
32
Properties=species:S:1:pos:R:3:mulliken_charge:R:1
O 1.59 0.46 -1.19 -0.7954
C 1.73 -0.56 -0.53 0.5589
N 2.89 -1.08 -0.12 -0.0262
H 2.83 -1.90 0.47 0.2411
C 4.17 -0.44 -0.35 -0.9055
H 4.92 -1.22 -0.51 0.3884
C 4.59 0.47 0.81 -0.3453
H 5.55 0.91 0.55 0.3124
H 4.72 -0.12 1.72 0.3065
C 3.57 1.59 1.08 -0.5544
O 3.31 2.38 -0.04 -0.5648
H 2.72 1.88 -0.64 0.4124
H 3.99 2.26 1.84 0.3712
H 2.65 1.15 1.48 0.2401
H 4.07 0.16 -1.26 0.3669
C 0.54 -1.42 -0.08 0.5162
O 0.70 -2.41 0.62 -0.7089
N -0.62 -0.95 -0.53 -0.0891
C -1.90 -1.51 -0.18 -0.7406
C -2.93 -0.43 -0.02 0.6891
N -2.62 0.76 -0.51 -0.3739
C -3.50 1.75 -0.41 -0.2519
C -4.74 1.60 0.19 -0.5336
C -5.07 0.35 0.70 -0.2647
C -4.16 -0.68 0.60 -0.7462
H -4.38 -1.66 0.99 0.3694
H -6.03 0.19 1.18 0.4049
H -5.42 2.43 0.25 0.3705
H -3.18 2.69 -0.83 0.4119
H -1.79 -2.09 0.74 0.3789
H -2.24 -2.21 -0.96 0.2236
H -0.64 -0.07 -1.02 0.3380
```

Output
* Kohn-Sham gap: 10.4 eV
* energy relative to the best compared isomer or geometry (same formula, charge and spin): 0.00 kJ/mol
* M: 237.26 g mol⁻¹
* SMILES string: O=C(NCCCO)C(=O)NCc1ccccn1
* HOMO: -0.3561 hartree

ORCA calculation (ωB97M-V/def2-TZVPD) on a structure of composition C7H19F2MnN4.

Structure (XYZ):
```
33
Properties=species:S:1:pos:R:3:lowdin_spin:R:1
Mn 0.06 -0.12 -1.23 4.2296
N -0.03 2.05 -1.16 0.0284
C -0.46 2.44 0.22 0.0052
C 0.25 1.59 1.25 0.0047
N 0.00 0.15 0.99 0.0620
C 1.10 -0.73 1.46 0.0057
C 2.39 -0.50 0.67 0.0034
N 2.12 -0.41 -0.81 0.0040
C -1.32 -0.28 1.51 0.0046
C -2.04 -1.18 0.51 0.0057
N -2.03 -0.50 -0.82 0.0075
H 0.88 2.48 -1.35 0.0036
H -0.65 2.47 -1.84 0.0031
H -1.55 2.31 0.27 0.0001
H -0.27 3.50 0.40 0.0006
H -0.05 1.86 2.26 0.0013
H 1.32 1.78 1.18 0.0001
H 0.76 -1.76 1.34 0.0007
H 1.30 -0.58 2.53 0.0015
H 3.08 -1.32 0.86 -0.0005
H 2.89 0.41 0.98 0.0000
H 2.43 -1.26 -1.27 0.0049
H 2.72 0.32 -1.21 0.0040
H -1.93 0.61 1.68 0.0000
H -1.22 -0.77 2.48 0.0011
H -3.06 -1.39 0.85 0.0004
H -1.53 -2.14 0.40 0.0007
H -2.59 0.35 -0.76 0.0027
H -2.52 -1.07 -1.51 0.0037
F 1.15 -2.51 -2.51 -0.0694
C -0.01 -1.96 -2.19 -0.2803
F -0.42 -1.12 -3.20 -0.0183
H -0.77 -2.72 -1.97 -0.0208
```

Output
* Kohn-Sham gap (alpha / beta): 8.3 / 10.8 eV
* 2S+1: 5
* M: 252.19 g mol⁻¹
* ⟨S²⟩: 6.337
* HOMO (alpha / beta): -0.6182 / -0.6582 hartree
* total charge: +2

ORCA calculation (ωB97M-V/def2-TZVPD) on a structure of composition C3H3IrO2.

Structure (XYZ):
```
9
Properties=species:S:1:pos:R:3:lowdin_spin:R:1
O -0.33 0.45 -2.13 0.1012
C -0.96 0.55 -1.18 0.0729
H -1.87 -0.48 -0.43 0.0455
C -1.16 0.38 0.26 0.4964
H -0.61 1.13 0.86 0.0169
H -2.14 0.72 0.64 0.0678
C 0.91 -0.61 0.62 0.1948
Ir 4.13 -1.35 0.72 2.9352
O 2.02 -0.80 0.64 0.0693
```

Output
* Kohn-Sham gap (alpha / beta): 10.1 / 7.8 eV
* energy relative to the best compared isomer or geometry (same formula, charge and spin): 0.00 kJ/mol
* 2S+1: 5
* M: 263.27 g mol⁻¹
* ⟨S²⟩: 6.007
* HOMO (alpha / beta): -1.1572 / -1.1586 hartree
* total charge: +4

ORCA calculation (ωB97M-V/def2-TZVPD) on the molecule C19H22FN3S2.

Structure (XYZ):
```
47
Properties=species:S:1:pos:R:3:mulliken_charge:R:1
C -6.24 -0.38 0.88 -0.9736
H -6.71 0.27 0.14 0.3194
H -6.11 0.13 1.83 0.2965
H -6.84 -1.27 1.01 0.3763
S -4.63 -0.95 0.25 -0.0174
C -3.74 0.54 -0.06 0.3972
C -4.19 1.81 0.27 -0.3522
C -3.40 2.90 -0.03 -0.7915
C -2.16 2.75 -0.63 -0.7372
C -1.70 1.47 -0.94 -0.0463
C -2.50 0.37 -0.68 -0.2629
H -2.19 -0.62 -0.96 0.5840
N -0.44 1.35 -1.54 -0.0823
C 0.22 0.18 -1.85 0.0435
N 0.40 -0.75 -0.89 0.3238
C 1.01 -2.05 -1.22 -1.4087
N 1.95 -2.50 -0.26 0.2728
C 1.40 -2.64 1.08 -0.5740
C 0.12 -1.82 1.27 -0.8756
H -0.74 -2.36 0.89 0.2954
H -0.04 -1.62 2.33 0.4109
C 0.24 -0.49 0.53 -0.2355
H -0.65 0.11 0.71 0.6970
H 1.11 0.07 0.89 -0.1469
H 1.18 -3.70 1.27 0.3595
H 2.15 -2.33 1.81 0.1989
C 3.31 -2.00 -0.36 -1.7283
C 3.50 -0.55 0.00 0.6053
C 3.78 -0.16 1.30 -0.1876
C 3.87 1.18 1.65 -0.7414
C 3.67 2.13 0.67 0.3673
C 3.42 1.78 -0.65 -0.7861
C 3.34 0.44 -0.97 -0.1246
H 3.15 0.16 -2.00 0.6046
H 3.29 2.54 -1.40 0.4953
F 3.74 3.44 1.00 -0.3531
H 4.08 1.48 2.66 0.4388
H 3.95 -0.91 2.06 0.3951
H 3.63 -2.16 -1.40 0.4522
H 3.93 -2.63 0.28 0.5050
H 0.20 -2.79 -1.28 0.1804
H 1.48 -1.96 -2.20 0.6225
S 0.82 0.03 -3.39 -0.3358
H -0.22 2.09 -2.19 0.3819
H -1.55 3.61 -0.85 0.4097
H -3.75 3.89 0.21 0.3685
H -5.14 1.96 0.75 0.3591
```

Output
* Kohn-Sham gap: 8.6 eV
* M: 375.54 g mol⁻¹
* SMILES string: CSc1cccc(NC(=S)N2CCCN(Cc3ccc(F)cc3)C2)c1
* HOMO: -0.2931 hartree

ORCA calculation (ωB97M-V/def2-TZVPD) on a structure of composition C18H25N3O4S.

Structure (XYZ):
```
51
Properties=species:S:1:pos:R:3:mulliken_charge:R:1
C 5.15 1.80 1.01 -1.2418
C 4.12 1.20 -0.07 0.9801
O 4.57 0.51 -1.06 -0.6668
N 2.85 1.51 0.12 0.4203
C 1.77 1.06 -0.54 0.6199
C 2.06 0.20 -1.74 -2.4117
C 0.97 -0.35 -2.24 -0.2597
C -0.41 0.06 -1.88 -0.3909
C -0.48 0.76 -0.69 -0.9367
C 0.61 1.14 -0.03 1.1690
C 0.96 1.90 1.03 -0.4163
H 0.22 2.88 1.19 0.2412
H 0.60 1.39 2.21 0.0234
C 2.32 2.36 1.00 -0.9100
C 2.27 3.97 0.51 -1.4389
H 3.45 4.11 0.39 0.2642
H 1.70 3.87 -0.23 0.5798
H 1.95 4.49 1.33 0.4053
H 2.74 2.36 1.89 0.8396
H -1.38 0.74 -0.24 0.8804
S -1.87 -0.56 -2.62 1.0708
O -1.57 -0.49 -4.04 -0.7345
O -2.94 -0.19 -1.98 -0.5777
N -1.81 -2.44 -2.42 0.1434
C -2.53 -2.59 -1.39 -0.8392
H -3.55 -2.40 -1.11 0.5529
C -1.64 -2.30 0.17 0.5121
O -0.37 -2.53 -0.20 -0.7398
N -2.07 -1.77 1.11 0.1010
C -3.57 -1.35 1.18 -1.3709
C -3.64 -0.56 2.36 -0.2313
H -4.41 0.36 2.47 0.3134
C -2.22 -0.12 2.67 -0.8723
C -1.41 -1.17 2.26 -0.6502
H -0.38 -0.91 1.85 0.2543
H -1.22 -2.11 2.70 0.4922
H -2.09 0.25 3.69 0.4173
H -1.91 0.60 2.19 0.3517
H -3.87 -1.30 3.23 0.2509
H -4.07 -2.18 1.01 0.8723
H -3.81 -0.76 0.41 0.3570
H -2.27 -4.01 -1.15 0.1462
C -0.79 -3.04 -2.96 -1.2443
H -1.20 -4.06 -3.07 0.5115
H 0.08 -2.99 -2.44 0.3629
H -0.80 -2.65 -3.94 0.4478
H 0.81 -0.86 -3.26 0.4708
H 2.84 -0.04 -2.17 0.9320
H 6.14 1.70 0.62 0.3659
H 5.08 1.50 1.95 0.3825
H 5.02 3.00 0.96 0.2009
```

Output
* Kohn-Sham gap: 7.6 eV
* energy relative to the best compared isomer or geometry (same formula, charge and spin): 1786.48 kJ/mol
* M: 379.48 g mol⁻¹
* HOMO: -0.2768 hartree

ORCA calculation (ωB97M-V/def2-TZVPD) on the molecule C20H14ClFN6O2.

Structure (XYZ):
```
44
Properties=species:S:1:pos:R:3:mulliken_charge:R:1
O 4.62 3.29 -2.42 -0.6922
O 0.27 -0.65 -2.87 -0.6509
F 2.58 -3.24 -0.54 -0.3279
Cl -5.69 -2.21 3.57 -0.2612
N -1.99 1.01 1.98 -1.0534
N -3.68 2.17 3.25 -0.7254
C 3.78 2.60 -3.02 0.5996
C 1.27 -0.17 -2.35 0.5010
C -2.47 2.10 2.54 -0.2030
C -4.26 1.03 3.45 0.5393
C 3.67 2.78 -4.45 -0.4722
C 2.83 1.97 -5.19 -0.4179
C -3.25 -2.32 2.17 -0.8298
C 1.93 1.04 -4.47 -0.4372
C -4.24 -1.53 2.86 0.0510
C -3.79 -0.24 2.91 0.1819
C -2.23 -1.47 1.78 0.2484
C 2.05 0.85 -3.09 -0.0410
C 0.75 -3.57 0.87 -0.6673
C -0.45 -3.17 1.46 -0.8730
C -0.23 -1.04 0.31 0.4539
C 1.44 -2.75 -0.01 0.4479
C -0.97 -1.91 1.14 0.7296
C 0.96 -1.45 -0.28 -1.0285
N -5.38 1.24 4.12 -0.3899
N -2.63 -0.19 2.19 0.6897
N 3.01 1.65 -2.38 0.1372
N 1.70 -0.51 -1.08 0.4607
C 3.03 1.53 -0.92 -0.8332
C 2.92 0.04 -0.57 -0.5311
H -1.92 3.00 2.40 0.4184
H 4.37 3.45 -4.97 0.3699
H 2.85 2.05 -6.26 0.4100
H -3.28 -3.39 2.02 0.4826
H 1.22 0.40 -4.99 0.4782
H 1.21 -4.51 1.11 0.4522
H -0.96 -3.86 2.13 0.3960
H -0.69 -0.03 0.12 0.4019
H -5.47 2.16 4.58 0.3017
H -5.80 0.40 4.51 0.1851
H 2.20 2.12 -0.50 0.2528
H 3.97 1.96 -0.51 0.3951
H 3.00 -0.15 0.49 0.4707
H 3.73 -0.48 -1.08 0.3800
```

Output
* Kohn-Sham gap: 8.0 eV
* energy relative to the best compared isomer or geometry (same formula, charge and spin): 0.00 kJ/mol
* M: 424.82 g mol⁻¹
* SMILES string: Nc1ncnn2c(-c3ccc(F)c(N4CCn5c(cccc5=O)C4=O)c3)cc(Cl)c12
* HOMO: -0.3040 hartree

ORCA calculation (ωB97M-V/def2-TZVPD) on a cluster of 2 separate species, C31H64BBr2N3O7 in total.

Structure (XYZ):
```
108
Properties=species:S:1:pos:R:3:mulliken_charge:R:1
C 2.21 2.39 1.68 -2.0930
C 0.69 2.55 1.69 1.0196
C 0.24 3.49 0.59 -1.8274
N -0.84 3.02 -0.36 0.0799
Br -1.12 4.81 -1.52 -0.1945
C -0.22 1.90 -1.13 -1.2821
C -0.80 0.54 -0.70 -0.8107
N 0.21 -0.33 -0.14 -0.0273
O -1.20 -0.08 -1.93 -0.1831
C -0.17 -0.61 -2.75 0.1236
C -0.70 -0.67 -4.18 -1.5604
C -2.09 0.89 0.17 1.7280
C -2.00 0.32 1.61 -1.4173
C -3.33 0.15 2.35 -1.0246
C -3.81 -1.30 2.49 -0.6694
O -5.08 -1.43 1.89 -0.3113
C -5.66 -2.70 2.08 -1.0343
C -3.25 0.10 -0.45 -2.7096
O -2.94 -1.28 -0.22 0.4893
C -3.89 -2.16 -0.74 -0.5935
O -3.35 -2.96 -1.75 -0.4134
C -2.80 -4.18 -1.33 -0.5508
C -1.33 -4.07 -0.96 0.4980
O -0.90 -5.34 -0.50 -0.6038
C -2.15 2.46 0.12 0.7562
C -2.82 3.31 1.25 -2.0054
C -2.11 3.83 2.52 -0.1643
C -2.22 3.03 3.80 -1.6485
Br -3.05 5.55 2.94 -0.1028
B -3.28 2.63 -1.09 1.0213
O -4.59 2.85 -0.71 -0.7358
C -3.06 2.41 -2.65 0.6745
C -4.34 1.90 -3.36 -1.6351
H 2.54 1.97 0.73 0.1765
H 2.73 3.32 1.88 0.4375
H 2.50 1.69 2.45 0.5161
H 0.29 1.55 1.63 -0.4847
H 0.42 2.93 2.68 0.4050
H 1.09 3.71 -0.06 1.0229
H -0.03 4.46 0.98 0.6511
H 0.86 1.84 -1.05 0.4113
H -0.40 2.11 -2.17 0.2692
H 0.54 -0.05 0.77 0.5800
H -0.24 -1.23 -0.02 0.1072
H 0.10 -1.62 -2.44 0.0403
H 0.74 -0.01 -2.72 0.3051
H -1.09 -1.66 -4.41 0.3447
H 0.11 -0.47 -4.88 0.4078
H -1.50 0.05 -4.31 0.2319
H -1.49 -0.63 1.62 0.8941
H -1.39 1.00 2.19 0.6635
H -4.16 0.70 1.91 0.2800
H -3.21 0.51 3.36 0.4270
H -3.10 -1.98 2.01 0.0912
H -3.87 -1.58 3.55 0.5511
H -4.89 -3.47 2.18 0.4180
H -6.31 -2.71 2.95 0.2924
H -6.23 -2.94 1.19 0.2785
H -3.35 0.22 -1.52 1.0604
H -4.23 0.32 -0.02 0.8357
H -4.73 -1.63 -1.18 0.3378
H -4.28 -2.78 0.07 0.2345
H -3.33 -4.62 -0.48 0.2625
H -2.89 -4.88 -2.15 0.3684
H -0.74 -3.79 -1.83 0.0800
H -1.20 -3.30 -0.19 -0.1846
H -0.50 -5.25 0.36 0.3738
H -3.71 2.78 1.58 0.7112
H -3.12 4.22 0.74 0.9225
H -1.11 4.18 2.40 0.3926
H -3.24 2.67 3.93 0.3754
H -2.02 3.69 4.64 0.6774
H -1.49 2.22 3.86 0.2826
H -4.79 3.78 -0.58 0.3319
H -2.81 3.36 -3.12 0.6057
H -2.26 1.73 -2.89 -0.6325
H -5.05 2.71 -3.48 0.3458
H -4.07 1.55 -4.35 0.4184
H -4.81 1.09 -2.80 0.3207
C 5.97 -2.62 1.85 -1.7145
C 5.93 -1.23 1.18 1.5016
C 7.13 -1.10 0.23 -1.2627
C 7.05 -1.94 -1.05 -0.7037
C 5.60 -2.19 -1.51 -1.4978
C 4.59 -1.16 -1.00 2.1027
N 4.64 -1.13 0.46 0.5472
O 3.76 -0.31 0.99 -0.5831
C 3.20 -1.65 -1.40 -1.8131
C 4.83 0.20 -1.65 -1.5247
C 6.06 -0.17 2.26 -1.8992
H 5.13 -2.72 2.54 0.3710
H 6.90 -2.76 2.41 0.3840
H 5.90 -3.42 1.11 0.3629
H 7.24 -0.04 -0.04 0.3473
H 8.04 -1.34 0.78 0.5816
H 7.61 -1.43 -1.84 0.3374
H 7.55 -2.90 -0.90 0.3762
H 5.56 -2.23 -2.60 0.5534
H 5.28 -3.18 -1.16 0.3668
H 2.96 -2.59 -0.89 0.4897
H 3.16 -1.82 -2.48 0.4412
H 2.43 -0.92 -1.14 -0.0062
H 4.75 0.11 -2.74 0.3928
H 5.81 0.61 -1.43 0.3755
H 4.08 0.92 -1.31 0.0801
H 7.01 -0.32 2.78 0.4126
H 5.26 -0.25 2.99 0.3522
H 6.05 0.83 1.84 0.3990
```

Output
* Kohn-Sham gap: 2.0 eV
* M: 761.49 g mol⁻¹
* HOMO: -0.1702 hartree

ORCA calculation (ωB97M-V/def2-TZVPD) on a structure of composition C32H36Cl3FN5OPtSSi.

Structure (XYZ):
```
81
Properties=species:S:1:pos:R:3:mulliken_charge:R:1
Pt -1.12 1.12 0.40 1.8176
C 0.80 -3.21 -4.79 -1.6275
C 0.22 -2.65 -3.52 0.4396
C 0.33 -3.32 -2.31 -1.2215
C -0.13 -2.77 -1.14 0.3137
C -0.77 -1.52 -1.10 -0.2779
N -1.13 -0.95 0.12 0.6374
C -1.67 -1.80 1.08 0.2620
C -2.48 -2.90 0.74 0.1536
C -3.04 -3.72 1.70 -1.0882
C -2.86 -3.47 3.06 0.2685
C -3.53 -4.32 4.11 -1.6180
C -2.09 -2.38 3.41 -0.1347
C -1.48 -1.58 2.44 -1.2874
N -0.68 -0.49 2.90 0.4685
C -0.06 -0.45 4.09 -0.3335
C 0.26 0.85 4.38 -1.2761
C -0.20 1.58 3.29 -0.2621
N -0.75 0.77 2.39 -0.0311
C -0.92 -0.88 -2.33 -0.6789
C -0.41 -1.42 -3.50 -0.5858
N -1.58 0.38 -2.44 0.1188
C -2.25 0.80 -3.53 -0.3094
C -2.53 2.14 -3.39 -1.2928
C -2.00 2.49 -2.16 -0.2991
N -1.42 1.42 -1.58 0.5775
H 0.90 -4.29 -4.74 0.4070
H 1.80 -2.80 -4.97 0.2830
H 0.19 -2.97 -5.66 0.3823
H 0.83 -4.29 -2.28 0.4037
H 0.01 -3.30 -0.20 0.6692
H -2.66 -3.10 -0.31 0.5917
H -3.65 -4.55 1.39 0.4127
H -3.76 -5.31 3.72 0.3970
H -4.46 -3.86 4.44 0.2923
H -2.89 -4.44 4.98 0.3897
H -1.97 -2.12 4.46 0.6380
H 0.09 -1.36 4.66 0.6374
H 0.76 1.23 5.26 0.4895
H -0.15 2.64 3.12 0.6061
H -0.47 -0.84 -4.42 0.6388
H -2.46 0.12 -4.33 0.6008
H -3.05 2.78 -4.08 0.4624
H -2.01 3.43 -1.64 0.5764
F 0.55 7.07 1.13 -0.3398
C 0.14 5.81 1.00 0.0382
C -1.20 5.55 0.75 -0.9481
C -1.62 4.24 0.60 0.0627
C -0.74 3.16 0.69 -0.1812
C 0.60 3.47 0.96 0.0028
C 1.05 4.78 1.11 -0.9405
H -1.90 6.38 0.68 0.5047
H -2.67 4.08 0.42 0.0101
H 1.32 2.69 1.10 1.0325
H 2.09 5.00 1.32 0.5997
C 3.50 -2.38 -0.65 -1.1750
C 3.55 -1.43 0.55 -0.7758
C 2.23 -0.72 0.84 -0.0770
S 1.73 0.59 -0.29 0.6936
O 1.67 0.09 -1.68 -0.7032
C 3.19 1.68 -0.17 -1.0183
C 4.16 1.48 -1.34 -0.3734
C 3.77 2.27 -2.58 -1.3307
H 4.48 -2.81 -0.82 0.4533
H 3.17 -1.86 -1.55 0.2102
H 2.80 -3.19 -0.46 0.3162
H 4.35 -0.70 0.43 0.3231
H 3.80 -2.00 1.45 0.4658
H 2.23 -0.23 1.82 0.4689
H 1.38 -1.42 0.82 -0.0794
H 3.66 1.48 0.80 0.5357
H 2.83 2.71 -0.17 0.4634
H 4.23 0.42 -1.59 0.1754
H 5.15 1.79 -1.00 0.5077
H 2.79 1.96 -2.95 0.2067
H 4.50 2.14 -3.37 0.4150
H 3.72 3.34 -2.35 0.3683
Cl -4.51 2.70 0.22 -0.2797
Si -3.44 1.02 0.64 0.2357
Cl -4.19 -0.35 -0.66 -0.2339
Cl -3.94 0.51 2.54 -0.2452
```

Output
* Kohn-Sham gap: 6.3 eV
* energy relative to the best compared isomer or geometry (same formula, charge and spin): 34.83 kJ/mol
* M: 887.26 g mol⁻¹
* HOMO: -0.3650 hartree
* total charge: +1

ORCA calculation (ωB97M-V/def2-TZVPD) on a structure of composition C2H7ClNO12P2Ti.

Structure (XYZ):
```
26
Properties=species:S:1:pos:R:3:lowdin_spin:R:1
Ti -0.46 -0.19 -0.39 0.9085
O -1.23 -1.57 -2.69 0.0007
P -0.67 -2.72 -1.72 0.0019
O -1.11 -4.06 -2.09 -0.0001
O -0.98 -2.08 -0.35 0.0092
O 0.95 -2.51 -1.88 0.0007
P 1.68 -1.18 -1.35 0.0069
O 3.11 -1.25 -1.99 0.0007
O 0.94 0.05 -1.86 0.0213
O 1.60 -1.11 0.15 0.0033
H -1.67 -1.89 -3.48 0.0000
H 3.65 -2.01 -1.71 0.0000
O -2.54 0.26 -0.66 0.0088
Cl -2.41 1.76 -0.59 0.0019
O -3.17 2.38 -1.60 -0.0009
O -2.71 2.23 0.71 0.0002
O -0.93 1.89 -0.87 0.0088
C 1.22 2.02 1.81 0.0012
C 0.29 0.95 2.30 0.0113
N 0.22 0.69 3.59 0.0112
O -0.40 0.30 1.50 0.0029
H 1.80 2.47 2.61 0.0001
H 0.62 2.78 1.30 0.0006
H 1.89 1.57 1.08 0.0002
H 0.72 1.24 4.26 0.0005
H -0.42 -0.02 3.92 0.0003
```

Output
* Kohn-Sham gap (alpha / beta): 8.8 / 11.0 eV
* energy relative to the best compared isomer or geometry (same formula, charge and spin): 30.93 kJ/mol
* 2S+1: 2
* M: 382.34 g mol⁻¹
* ⟨S²⟩: 0.752
* HOMO (alpha / beta): -0.3295 / -0.4041 hartree

Q: Among the records above, which one has the highest M?
A: C32H36Cl3FN5OPtSSi

Q: Which of these has the lowest M?
A: C11H15N3O3

Q: Which of these has the highest M?
A: C32H36Cl3FN5OPtSSi

Q: Which value of M does entry 4 give?
A: 375.54 g mol⁻¹